Record 1
Entry from OMol25: C32H34FeN4O4S as an isolated structure (the ωB97M-V functional and the def2-TZVPD basis).

The geometry in XYZ format:
```
76
C32H34FeN4O4S the ωB97M-V functional and the def2-TZVPD basis
Fe -1.11269 -0.28671 -0.42920
C 1.06831 3.30034 1.01723
C 1.67482 2.79027 2.15426
C 1.41733 1.50234 2.64911
C 0.43075 0.75321 1.95140
N -0.08663 1.22718 0.82015
C 0.21580 2.44458 0.33965
C -0.02908 -0.61557 2.34679
C -0.06084 -1.03663 3.67517
C -0.71026 -2.20834 4.02059
C -1.22282 -2.95535 2.98023
C -1.10698 -2.61289 1.64850
C -0.60105 -1.35998 1.27481
H 1.21586 4.34137 0.66137
H 2.38877 3.43344 2.69622
H 1.87170 1.18489 3.54867
H -0.19891 2.67835 -0.66855
H 0.29227 -0.35345 4.46051
H -0.89000 -2.48437 5.00777
H -1.79419 -3.89812 3.14818
H -1.59829 -3.16710 0.88079
C 1.64132 2.79039 -6.05506
O 0.89921 1.66626 -6.55966
C 0.47465 0.76618 -5.60152
C 0.14015 -0.54022 -5.94794
C -0.54622 -1.26733 -5.06362
C -0.78643 -1.01035 -3.72496
C -1.34634 -2.11374 -2.86734
C -1.29156 -3.54800 -3.45006
O -1.69895 -1.88108 -1.74770
C -0.39416 0.28943 -3.23495
O -0.41609 0.75784 -2.03165
C 0.27212 1.09602 -4.29045
H 2.37210 2.41883 -5.35341
H 0.94299 3.44593 -5.59610
H 2.08287 3.26409 -6.92865
H 0.16778 -0.84550 -6.98252
H -0.95236 -2.22281 -5.44791
H -1.14956 -4.26521 -2.57679
H -0.57321 -3.73494 -4.23241
H -2.30335 -3.80915 -3.79255
H 0.63819 2.02708 -3.91381
C -4.44495 -0.69574 1.28662
N -4.39773 0.75452 1.20654
C -3.93351 1.30789 2.44533
C -3.79330 1.25847 0.04557
O -2.88768 0.59693 -0.53699
N -4.17271 2.42303 -0.54922
C -3.47937 3.03939 -1.66889
C -5.40650 3.08661 -0.07146
H -5.23444 -0.92866 2.04155
H -3.50427 -1.19494 1.54441
H -4.86440 -1.09529 0.35104
H -2.92300 0.98127 2.74620
H -4.55024 1.10346 3.27233
H -3.95167 2.41377 2.48874
H -2.48994 2.56946 -1.79245
H -3.27861 4.11889 -1.46821
H -4.07566 2.94814 -2.60058
H -5.59936 2.78757 0.98229
H -6.16187 2.76388 -0.75076
H -5.35023 4.15044 -0.09917
S 6.80060 -3.72015 4.89257
C 7.57341 -4.30101 3.43340
N 7.49420 -3.56897 2.30859
C 6.71557 -2.43183 2.66337
C 6.50735 -1.40205 1.80899
C 5.47230 -0.55622 2.02083
C 4.75856 -0.56382 3.18294
C 5.07962 -1.50606 4.17434
C 6.05422 -2.46736 3.92240
H 8.05656 -5.24080 3.32508
H 7.00947 -1.40030 0.89334
H 5.27226 0.19350 1.29563
H 3.89186 0.07852 3.30295
H 4.47641 -1.46376 5.11812
```

LUMO (alpha / beta) ... 0.45 / 0.45 eV
<S²> ... 6.01
Spin multiplicity ... 5
Gap between HOMO and LUMO (alpha / beta) ... 7.4 / 7.7 eV

Results of the Mulliken charge analysis, in e, for atoms 1 through 8: 0.36 -0.87 -0.52 -0.98 1.28 0.13 0.00 0.33

---

Record 2
Entry from OMol25: one molecule with the formula C4H6O (the ωB97M-V functional and the def2-TZVPD basis).

The geometry in XYZ format:
```
11
C4H6O the ωB97M-V functional and the def2-TZVPD basis
C -1.22285 -0.28920 -0.17346
C 0.01192 0.08010 0.69895
C 1.28997 -0.35155 -0.17883
O 0.88847 -0.29784 -1.43440
C -0.79120 1.00199 0.01374
H -2.22668 -0.62278 0.07546
H -0.60979 -0.75484 -1.05475
H 0.08141 0.10841 1.78326
H 1.69703 -1.33098 0.13724
H 2.00023 0.42774 0.16717
H -1.11852 2.02895 -0.03439
```

LUMO (alpha / beta) ... -0.84 / -0.84 eV
Gap between HOMO and LUMO (alpha / beta) ... 8.0 / 8.0 eV

Results of the Mulliken charge analysis, in e, for atoms 1 through 8: -0.54 -0.41 -0.26 -0.69 0.01 0.31 0.28 0.36

---

Record 3
Entry from OMol25: one molecule with the formula C5H6O (the ωB97M-V functional and the def2-TZVPD basis).

The geometry in XYZ format:
```
12
C5H6O the ωB97M-V functional and the def2-TZVPD basis
C 0.15026 -1.40106 -0.48556
C -0.02270 -0.09200 0.24440
O -0.18103 -0.29438 1.59250
C 0.65086 1.12560 -0.25999
C -0.81637 1.23544 -0.24465
C -2.05486 1.37994 0.01301
H 1.09310 -1.84176 -0.12802
H 0.23566 -1.26644 -1.56542
H -0.64965 -2.10607 -0.25276
H 1.06777 1.05487 -1.26244
H 1.21473 1.73844 0.43759
H -0.68777 0.46742 1.91134
```

LUMO ... 0.07 eV
Gap between HOMO and LUMO ... 10.0 eV

Results of the Mulliken charge analysis, in e, for atoms 1 through 8: -1.29 0.92 -0.52 -0.53 0.04 -0.49 0.34 0.33

---

Record 4
Entry from OMol25: C12H16Cl3GaN as an isolated structure (the ωB97M-V functional and the def2-TZVPD basis).

The geometry in XYZ format:
```
33
C12H16Cl3GaN the ωB97M-V functional and the def2-TZVPD basis
Ga -1.09006 2.51677 1.43750
Cl -1.60241 2.10898 3.37214
Cl -2.50140 3.82588 -0.03272
C -1.77754 -0.35777 -0.83266
H -1.84228 0.52050 -1.67996
H -2.86304 -0.27483 -0.32667
C -0.16897 -1.76528 -1.52795
C -1.64684 -1.70084 -1.23742
H 0.30589 -1.73712 -2.50508
C -2.06195 -2.52462 0.00103
H -2.24861 -2.06494 -2.08548
C -1.22708 -2.09765 1.18419
H -3.15054 -2.39974 0.25632
H -1.84658 -3.63859 -0.02170
C 0.33958 -2.29955 0.89214
H -1.46988 -1.00850 1.24917
H -1.44198 -2.63373 2.07337
C 0.67715 -1.46766 -0.35568
H 0.94849 -2.00835 1.81014
H 0.58030 -3.37649 0.69691
H 0.38124 -0.40641 -0.16454
H 1.74471 -1.55729 -0.63112
Cl 4.13699 1.68840 1.94829
C 2.82342 2.04237 0.76978
C 3.08960 2.14205 -0.61783
C 1.98262 2.35777 -1.49944
C 0.66945 2.42427 -1.00723
N 0.40412 2.28985 0.36827
C 1.50762 2.12669 1.27521
H 4.13206 2.04676 -0.96164
H 2.17134 2.43911 -2.59121
H -0.23195 2.68332 -1.62650
H 1.27651 2.10664 2.37034
```

Total charge ... -1
LUMO (alpha / beta) ... 2.34 / 2.35 eV
Gap between HOMO and LUMO (alpha / beta) ... 4.6 / 4.4 eV

Results of the Mulliken charge analysis, in e, for atoms 1 through 8: 0.44 -0.24 -0.48 -1.22 -0.02 0.12 -1.07 0.90

---

Record 5
Entry from OMol25: ClCu2O4P as an isolated structure (the ωB97M-V functional and the def2-TZVPD basis).

The geometry in XYZ format:
```
8
ClCu2O4P the ωB97M-V functional and the def2-TZVPD basis
Cu 16.05113 -13.37067 -15.94314
Cu 18.64541 -15.33855 -15.00457
Cl 18.35766 -13.10278 -15.98484
P 16.66025 -14.50031 -18.95476
O 15.89354 -14.01958 -20.36312
O 16.34251 -13.33406 -17.98175
O 15.17351 -14.39484 -19.15506
O 16.86120 -13.15559 -19.55599
```

LUMO (alpha / beta) ... -1.39 / -2.38 eV
<S²> ... 2.02
Spin multiplicity ... 3
Gap between HOMO and LUMO (alpha / beta) ... 4.4 / 6.7 eV

Atom-resolved charges from Mulliken, all expressed in e: 0.28 0.00 -0.35 0.35 -0.02 -0.14 -0.13 0.01

---

Record 6
Entry from OMol25: an isolated ion of composition C5H7IN and charge +1 (the ωB97M-V functional and the def2-TZVPD basis).

The geometry in XYZ format:
```
14
C5H7IN the ωB97M-V functional and the def2-TZVPD basis
C 0.11036 2.23403 -0.35362
N 0.34791 1.07984 0.05464
C 1.17968 0.17049 0.77204
I 3.15697 -0.12340 -0.05839
C 0.01933 -0.53418 0.19170
C -0.47689 -1.48835 -0.79884
C -1.28369 -1.15333 0.44132
H -0.74869 2.43036 -0.98979
H 0.76219 3.06473 -0.08497
H 1.25748 0.32170 1.84859
H 0.04282 -2.43723 -0.82156
H -0.82288 -1.15833 -1.76722
H -2.16038 -0.53247 0.32402
H -1.38422 -1.87385 1.24207
```

Total charge ... +1
LUMO ... -4.92 eV
Gap between HOMO and LUMO ... 8.9 eV

Results of the Mulliken charge analysis, in e, for atoms 1 through 8: -0.13 0.01 -0.41 0.21 0.40 -0.50 -0.56 0.27

---

Record 7
Entry from OMol25: a 2-piece molecular cluster, C5H11O2 overall (the ωB97M-V functional and the def2-TZVPD basis).

The geometry in XYZ format:
```
18
C5H11O2 the ωB97M-V functional and the def2-TZVPD basis
C 3.83210 0.54297 0.61031
C 2.78475 -0.56195 0.62168
H 4.53693 0.48446 -0.20175
H 3.32870 1.52112 0.56329
H 4.28508 0.61728 1.60038
H 3.25091 -1.54340 0.57557
H 2.02860 -0.47168 -0.16202
H 2.11153 -0.48661 1.48503
C -0.66119 0.61286 -0.17522
C -0.85934 0.69638 1.30794
C -1.96266 -0.27462 -0.90634
O -1.47967 -1.09593 -1.65974
O -3.03626 -0.04622 -0.39528
H -0.37678 1.50509 -0.73536
H 0.10184 -0.04922 -0.57159
H 0.05372 0.35881 1.80003
H -1.71852 0.20746 1.75850
H -1.01690 1.75584 1.55987
```

LUMO (alpha / beta) ... 0.80 / -3.06 eV
<S²> ... 0.76
Spin multiplicity ... 2
Gap between HOMO and LUMO (alpha / beta) ... 11.4 / 7.4 eV

Results of the Mulliken charge analysis, in e, for atoms 1 through 8: -0.89 -0.48 0.31 0.26 0.28 0.34 0.09 0.16